(1)
Here is C3H8N2O in the gas phase at a distorted geometry from the Open Molecules 2025 dataset. Energies are from ωB97M-V/def2-TZVPD.

Last column: Mulliken charge in e.
Geometry (Å):
N  1.46  -0.73  0.82  -0.4969
C  0.02  -0.85  0.81  -0.5851
C  -0.76  0.45  0.61  -0.3109
C  -0.74  1.11  -0.74  0.3759
N  0.06  0.63  -1.73  -0.2866
O  -1.46  2.07  -0.94  -0.6306
H  1.90  -0.81  -0.08  0.1482
H  1.97  -1.25  1.51  0.2008
H  -0.35  -1.60  0.11  0.2581
H  -0.29  -1.21  1.80  0.4322
H  -0.63  1.23  1.35  0.2869
H  -1.82  0.22  0.79  0.2507
H  0.00  0.93  -2.69  0.2266
H  0.65  -0.18  -1.62  0.1307

As for the energy: -8268.6622 eV. As for the structure (SMILES): NCCC(N)=O. As for the spin multiplicity: 1. Its energy above the lowest of the compared OMol25 structures with the same formula, charge and spin is 0.664 eV. The gap between HOMO and LUMO is 10.168 eV. As for the total charge: 0.

(2)
Here is an isolated ion of composition C3H9NP and charge +1 at a distorted geometry from the Open Molecules 2025 dataset. Energies are from ωB97M-V/def2-TZVPD.

Last column: Mulliken charge in e.
Geometry (Å):
C  -0.57  -1.64  1.50  -0.0888
N  -0.69  -1.16  0.35  -0.2470
P  0.42  0.59  -0.03  0.4065
C  1.89  0.16  -0.60  -0.6648
C  -0.80  1.47  -0.92  -0.8951
H  -0.66  -2.72  1.88  0.2656
H  -0.31  -0.90  2.31  0.1687
H  -0.97  -1.92  -0.39  0.3003
H  0.19  1.05  1.31  0.1668
H  1.97  0.14  -1.73  0.2502
H  2.76  -0.27  -0.13  0.3169
H  -0.71  2.57  -0.82  0.3730
H  -0.58  1.41  -2.07  0.3328
H  -1.95  1.22  -0.66  0.3148

As for the energy: -14026.1560 eV. As for the structure (SMILES): C=[NH+][P@@H](=C)C. As for the spin multiplicity: 1. Its energy above the lowest of the compared OMol25 structures with the same formula, charge and spin is 1.810 eV. The gap between HOMO and LUMO is 9.270 eV. As for the total charge: +1.

(3)
Here is a 3-piece molecular cluster, C17H41INO8P2 overall at a distorted geometry from the Open Molecules 2025 dataset. Energies are from ωB97M-V/def2-TZVPD.

Last column: Mulliken charge in e.
Geometry (Å):
C  1.18  -1.15  -0.46  -0.8974
C  1.27  0.37  -1.04  0.2909
N  0.49  1.22  -0.12  -0.8365
C  -0.74  1.68  -0.72  -0.3966
I  -1.00  3.79  -0.15  -0.2893
C  -1.96  0.75  -0.22  -0.2298
C  -2.34  -0.36  -1.29  -1.0325
H  0.34  -1.72  -0.95  0.1614
H  2.14  -1.69  -0.68  0.1817
H  1.01  -1.07  0.65  0.2571
H  0.92  0.37  -2.11  0.1836
H  2.35  0.72  -0.97  -0.1334
H  -0.71  1.63  -1.85  0.4170
H  -1.55  0.19  0.67  0.2003
H  -2.85  1.39  0.05  0.3559
H  -1.79  -1.32  -1.08  0.1838
H  -2.01  -0.03  -2.33  0.3057
H  -3.44  -0.60  -1.29  0.2756
O  -5.43  -0.98  1.85  -0.6336
P  -6.32  -0.35  2.92  1.0556
O  -5.25  -0.57  4.16  -0.3879
C  -4.13  0.30  4.24  -0.2059
C  -4.50  1.62  4.90  -0.9995
O  -7.26  -1.69  3.20  -0.3427
C  -7.60  -2.57  2.14  -0.3174
C  -6.73  -3.82  2.20  -1.2531
O  -7.30  0.46  4.06  -0.2519
C  -8.48  1.11  3.56  -0.3735
C  -9.68  0.18  3.59  -0.9224
H  -3.70  0.47  3.25  0.2245
H  -3.37  -0.20  4.85  0.3122
H  -5.19  2.19  4.26  0.2118
H  -3.61  2.23  5.07  0.4227
H  -5.01  1.45  5.85  0.2393
H  -7.52  -2.08  1.17  0.3778
H  -8.65  -2.86  2.27  0.3829
H  -5.67  -3.57  2.16  0.2843
H  -6.96  -4.49  1.36  0.3821
H  -6.90  -4.35  3.13  0.3127
H  -8.30  1.50  2.55  0.3268
H  -8.67  1.97  4.21  0.3284
H  -9.63  -0.54  2.77  0.1501
H  -10.61  0.74  3.47  0.4008
H  -9.71  -0.38  4.52  0.2733
O  6.65  -1.19  -4.07  -0.7136
P  7.11  0.11  -3.42  1.1072
O  8.71  -0.28  -3.19  -0.3461
C  9.57  -0.27  -4.32  -0.3406
C  10.04  1.13  -4.66  -0.9564
O  6.56  -0.21  -1.89  -0.3539
C  5.39  -1.00  -1.69  -0.2091
C  5.77  -2.41  -1.28  -1.3094
O  7.45  1.69  -2.87  -0.2726
C  6.38  2.65  -2.99  -0.4082
C  5.53  2.69  -1.74  -0.6060
H  9.07  -0.73  -5.18  0.2891
H  10.43  -0.90  -4.07  0.3188
H  9.20  1.75  -5.00  0.2331
H  10.79  1.11  -5.44  0.3999
H  10.46  1.62  -3.77  0.2356
H  4.76  -1.00  -2.58  0.3574
H  4.81  -0.54  -0.89  0.3618
H  6.43  -2.88  -2.02  0.3050
H  4.88  -3.03  -1.16  0.3810
H  6.32  -2.39  -0.34  0.3129
H  5.78  2.45  -3.87  0.3471
H  6.85  3.63  -3.13  0.3057
H  4.85  1.83  -1.70  -0.1100
H  4.90  3.58  -1.71  0.4088
H  6.14  2.65  -0.84  0.2679

As for the energy: -62840.0261 eV. As for the spin multiplicity: 1. The gap between HOMO and LUMO is 2.411 eV. As for the total charge: -1.

(4)
Here is a 2-piece molecular cluster, CHF3NO2S overall at a distorted geometry from the Open Molecules 2025 dataset. Energies are from ωB97M-V/def2-TZVPD.

Last column: Mulliken charge in e.
Geometry (Å):
C  -0.58  0.01  3.00  0.0294
N  0.41  0.74  -0.54  -0.4446
O  1.98  1.42  1.19  -0.4696
O  2.22  -0.90  0.39  -0.5450
F  -0.70  1.33  3.16  -0.1436
F  -1.85  -0.58  3.13  -0.2330
F  0.15  -0.44  4.14  -0.2484
S  1.35  0.27  0.52  0.8186
H  -0.05  0.24  -1.32  0.2363

As for the energy: -25624.2724 eV. As for the spin multiplicity: 1. Its energy above the lowest of the compared OMol25 structures with the same formula, charge and spin is 3.519 eV. The gap between HOMO and LUMO (alpha / beta) is 7.454 / 6.239 eV. As for the total charge: -1.

(5)
Here is C4H6N2OS in the gas phase at a distorted geometry from the Open Molecules 2025 dataset. Energies are from ωB97M-V/def2-TZVPD.

Last column: Mulliken charge in e.
Geometry (Å):
C  1.88  1.60  -0.14  -0.8291
C  0.58  1.15  -0.08  0.0078
N  0.14  -0.18  -0.28  -0.0176
C  0.89  -1.17  0.35  -0.0104
O  2.10  -1.00  1.06  -0.5287
C  -1.31  -0.26  0.01  0.2440
N  -1.88  -1.46  -0.22  -0.5295
S  -2.44  0.87  0.72  -0.2837
H  2.65  0.97  0.09  0.3916
H  1.86  2.65  -0.34  0.2403
H  -0.24  1.83  -0.07  0.2012
H  0.14  -1.90  0.52  0.4885
H  -2.89  -1.23  -0.51  0.3456
H  -1.47  -1.89  -1.12  0.2801

As for the energy: -20104.4084 eV. As for the structure (SMILES): C=CN(C=O)C(N)=S. As for the spin multiplicity: 1. Its energy above the lowest of the compared OMol25 structures with the same formula, charge and spin is 4.933 eV. The gap between HOMO and LUMO is 8.747 eV. As for the total charge: 0.

(6)
Here is an isolated ion of composition C5H5O4S and charge -1 at a distorted geometry from the Open Molecules 2025 dataset. Energies are from ωB97M-V/def2-TZVPD.

Last column: Löwdin spin population.
Geometry (Å):
C  -0.24  -1.31  -1.26  0.2625
C  0.42  -2.23  -0.50  0.0987
C  -1.35  0.05  1.18  0.0564
C  -0.10  0.45  0.28  0.5723
C  0.52  1.81  0.44  0.0778
O  -2.08  -0.67  0.50  0.0791
O  -1.46  0.69  2.20  0.0416
O  -0.04  0.02  -0.96  0.2227
O  1.61  1.99  -0.47  0.0053
S  1.18  -2.18  0.98  0.5373
H  -0.83  -1.47  -2.10  0.0128
H  0.53  -3.29  -0.92  -0.0033
H  0.82  1.81  1.45  0.0116
H  -0.14  2.69  0.33  0.0246
H  1.16  1.66  -1.17  0.0006

As for the energy: -24288.5643 eV. As for the spin multiplicity: 3. The gap between HOMO and LUMO (alpha / beta) is 6.073 / 6.139 eV. As for the total charge: -1.